(1)
33
Properties=species:S:1:pos:R:3:forces:R:3:nbo_charge:R:1 method="wB97M-V/def2-TZVPD" lumo_energy_ev=-0.5 smiles=O.O.O.O.O.O.O.O.O.O.O gap_ev=9.810 homo_energy_ev=-10.2691 relative_energy_kj_mol=172.1 energy_ev=-22879.7297
O -3.03404 -1.39893 -1.18070 0.07 0.76 0.08 -0.975
H -2.18716 -1.81348 -0.96408 0.22 -0.68 -0.01 0.500
H -3.73155 -2.04110 -1.07189 -0.16 -0.42 -0.02 0.490
O -1.27033 -1.06797 -3.48782 0.25 -0.79 -1.46 -0.962
H -0.66166 -0.45935 -3.11132 0.86 0.93 0.36 0.469
H -1.88021 -1.22793 -2.79427 -1.35 -0.21 0.83 0.473
O 2.39062 2.83926 -1.61210 -0.02 -2.24 2.42 -0.940
H 2.44707 3.21822 -2.43700 0.18 1.39 -2.88 0.481
H 2.24280 1.87822 -1.72602 0.08 0.91 0.00 0.478
O -0.52256 -2.22016 -0.50974 0.54 0.07 -0.44 -0.977
H 0.13347 -2.19450 0.19305 -0.26 -0.12 0.95 0.515
H 0.04387 -2.33416 -1.27601 -0.28 -0.16 -0.59 0.481
O 0.82118 0.42591 -2.37768 0.85 -1.46 1.52 -0.946
H 1.33121 0.70498 -3.10924 0.41 0.99 -1.82 0.485
H 1.43294 -0.28418 -2.06952 -0.85 0.31 0.18 0.488
O 2.83438 0.34038 1.60571 0.67 -0.70 0.04 -0.979
H 3.61672 0.81379 1.90552 0.13 -0.21 0.06 0.461
H 2.23415 1.07518 1.47887 -0.51 0.56 -0.10 0.491
O -0.15749 0.74061 0.32934 1.13 1.10 -0.29 -0.984
H -0.83687 0.11663 0.47256 -1.10 -1.02 0.23 0.487
H 0.12548 0.66137 -0.58625 -0.15 0.13 -0.03 0.492
O 1.70581 2.73995 0.94900 2.48 1.17 -0.40 -0.969
H 0.87015 2.35309 0.99338 -2.24 -0.76 -0.09 0.477
H 1.97168 2.78390 0.00300 -0.47 0.30 0.98 0.487
O -0.44599 -2.57094 2.43826 -0.84 -0.27 -0.93 -0.984
H 0.17823 -2.08431 2.94063 1.14 0.59 0.86 0.470
H -1.02368 -1.86772 2.06290 0.24 -0.58 0.19 0.479
O -2.16715 -0.83977 1.45902 0.11 0.39 -0.87 -0.988
H -2.46649 -0.96797 0.52758 -0.45 0.07 0.78 0.506
H -2.88913 -1.05393 2.04020 -0.59 -0.03 0.19 0.499
O -0.04690 1.47763 3.07160 -1.24 -0.87 1.73 -0.942
H -0.69726 0.98099 3.64871 1.22 0.97 -0.89 0.462
H -0.36129 1.27630 2.19429 -0.07 -0.12 -0.60 0.475



(2)
33
Properties=species:S:1:pos:R:3:forces:R:3:nbo_charge:R:1 method="wB97M-V/def2-TZVPD" lumo_energy_ev=-0.4 smiles=O.O.O.O.O.O.O.O.O.O.O gap_ev=9.910 homo_energy_ev=-10.3411 relative_energy_kj_mol=344.9 energy_ev=-22877.9396
O 0.02022 -1.55505 -0.30566 -1.04 0.14 -1.06 -0.959
H 0.03899 -1.74010 -1.25139 0.04 -0.13 0.08 0.460
H 0.44995 -0.69598 -0.22622 0.41 -0.32 0.39 0.498
O -3.39044 0.16186 -3.28232 0.20 0.13 0.04 -0.919
H -2.50049 -0.07380 -3.56769 -0.14 -0.06 0.01 0.462
H -3.26023 0.93665 -2.72399 -0.09 -0.16 -0.08 0.456
O 0.89153 1.18473 -3.68696 -0.29 0.07 0.01 -0.937
H 0.27383 0.45470 -3.80734 0.16 0.00 0.00 0.464
H 0.75011 1.74162 -4.46082 0.11 -0.02 0.01 0.474
O 0.62758 -1.21348 2.12351 -0.13 1.05 0.90 -0.947
H 0.30188 -2.11118 2.25405 0.45 -0.06 0.14 0.482
H -0.17128 -0.67452 2.10517 0.18 -0.11 0.07 0.445
O -2.12489 2.76823 -0.76588 -2.69 -0.31 -0.56 -0.973
H -1.43479 2.12125 -0.95076 0.16 -0.16 0.29 0.485
H -2.81830 2.55976 -1.40204 -0.36 0.38 0.33 0.452
O 3.90457 -2.74151 2.37767 0.25 0.23 0.01 -0.928
H 4.50836 -2.26276 2.95667 -0.06 -0.10 -0.01 0.460
H 3.46845 -2.04857 1.86912 -0.30 -0.27 0.09 0.468
O 0.09931 2.67200 -0.75843 2.17 -0.23 -0.49 -0.943
H -0.38658 3.37940 -0.31970 0.46 0.17 0.12 0.503
H 0.01713 2.87781 -1.69645 0.38 0.04 -0.02 0.474
O 0.52702 -3.66368 1.32079 -0.44 -0.76 0.40 -0.935
H -0.14915 -3.06645 0.98154 0.13 0.06 -0.74 0.487
H 0.02586 -4.36013 1.75988 0.16 -0.15 -0.02 0.463
O -2.78938 -1.14410 2.24383 0.09 0.13 -0.08 -0.933
H -3.19010 -1.13467 1.36728 0.04 -0.06 0.03 0.474
H -2.36787 -0.28052 2.31829 -0.16 -0.06 0.06 0.461
O 2.53564 -0.62926 -0.22602 0.34 0.30 -0.18 -0.940
H 2.58312 0.16932 -0.76360 0.13 0.07 -0.02 0.474
H 3.22005 -0.50400 0.44098 -0.15 0.09 -0.07 0.470
O 0.38077 3.08369 1.76331 -0.20 0.10 0.43 -0.935
H -0.28185 2.39320 1.64866 0.14 -0.02 -0.04 0.467
H 0.24098 3.39555 2.66453 0.05 0.01 -0.03 0.470



(3)
33
Properties=species:S:1:pos:R:3:forces:R:3:nbo_charge:R:1 method="wB97M-V/def2-TZVPD" lumo_energy_ev=-0.3 gap_ev=8.741 homo_energy_ev=-9.0229 relative_energy_kj_mol=1027.6 energy_ev=-22870.8632
H 0.08893 -0.79332 0.63942 0.92 0.34 0.31 0.489
H 0.48538 -1.21837 -0.62821 0.48 -1.48 -1.92 0.450
H 1.01845 3.75581 -0.83212 0.24 -0.21 0.07 0.467
H -0.38234 3.59257 -0.23506 0.10 0.03 -0.02 0.479
H -1.44055 -0.30604 4.94436 0.26 0.64 1.41 0.474
H -2.20855 -0.50651 3.70838 0.35 -0.38 -0.05 0.468
H 2.34528 -2.92586 1.12289 -0.13 0.87 -0.76 0.476
H 1.73981 -1.81716 0.18131 0.91 -0.63 -0.31 0.441
H -0.81639 0.05922 -3.01974 -0.02 0.08 -0.27 0.462
H -0.28020 1.03977 -2.06530 0.28 0.36 0.85 0.476
H 2.15721 2.43983 -2.69534 -0.98 1.37 -0.40 0.464
H 3.01617 1.30774 -3.07430 -1.05 0.49 2.19 0.470
H 2.70340 -1.27174 -1.13426 -0.66 2.59 1.20 0.457
H 2.59604 -2.19410 -2.22018 0.75 -0.30 0.12 0.462
H 0.47669 -1.32442 3.30851 -1.16 -0.15 1.65 0.457
H 0.68710 -2.61758 2.39258 -0.01 2.00 1.09 0.482
H -4.94949 -1.39275 -1.68112 0.66 1.16 0.28 0.470
H -3.69051 -0.80816 -1.11231 4.24 -1.39 1.79 0.440
H -1.27294 0.16684 0.36555 -1.46 -2.27 -2.60 0.470
H -2.37210 -0.82673 -0.17795 -1.34 -0.08 0.39 0.368
H -0.33840 1.44817 1.60477 2.24 -0.61 0.49 0.475
H -1.77761 1.19518 1.55965 -0.51 0.52 0.33 0.453
O 0.22931 -0.41956 -0.24179 12.96 2.64 1.65 -0.872
O 0.17665 4.19940 -0.73687 -0.34 0.09 0.03 -0.946
O -1.39461 -0.80216 4.14943 -0.72 -0.19 -1.29 -0.938
O 1.78071 -2.11901 1.08759 4.22 -3.24 -6.65 -0.927
O -0.20702 0.80619 -2.98171 -0.33 -0.56 -0.69 -0.938
O 2.51757 1.68871 -2.26644 2.11 -1.83 -1.71 -0.933
O 3.18474 -1.98136 -1.47020 0.17 -1.96 -1.81 -0.914
O 1.00544 -1.70215 2.62381 -3.52 0.63 5.62 -0.945
O -4.46105 -0.55754 -1.47370 -5.18 0.26 -2.32 -0.916
O -1.42103 -0.64425 -0.27104 -11.79 0.91 1.81 -0.914
O -1.13389 1.90644 1.46198 -1.70 0.28 -0.47 -0.906



(4)
33
Properties=species:S:1:pos:R:3:forces:R:3:nbo_charge:R:1 method="wB97M-V/def2-TZVPD" lumo_energy_ev=-0.7 smiles=O.O.O.O.O.O.O.O.O.O.O gap_ev=9.675 homo_energy_ev=-10.3375 relative_energy_kj_mol=194.1 energy_ev=-22879.5025
O -1.62164 -0.46945 2.56539 0.41 -0.28 0.42 -0.949
H -0.78464 -0.85845 2.88839 -0.90 0.30 -0.27 0.464
H -2.31764 -1.10245 2.77839 0.11 0.02 -0.11 0.485
O 0.38536 1.42055 2.87539 0.27 0.33 -0.59 -0.944
H -0.27464 1.34155 2.17339 -0.55 -0.60 0.18 0.496
H 0.96736 2.06355 2.45839 0.35 0.13 0.44 0.446
O 2.20436 -2.21745 -0.96961 0.46 0.32 -0.43 -0.943
H 3.04236 -1.75345 -0.88061 0.22 -0.38 -0.30 0.442
H 1.78036 -2.02245 -0.13461 -0.58 -0.31 0.69 0.487
O 0.98336 -1.64945 1.43639 0.11 -1.70 0.28 -0.962
H 1.05336 -0.71145 1.40139 -0.21 1.25 0.53 0.494
H 0.96236 -1.96545 2.35239 0.22 0.38 -0.45 0.486
O -0.34964 0.36355 0.07939 0.79 -0.12 0.36 -1.003
H -0.92064 1.01355 -0.33661 -0.45 0.24 -0.34 0.497
H 0.56536 0.65955 -0.05161 -0.45 -0.23 -0.19 0.472
O 0.35036 -0.19345 -2.84861 -2.06 0.31 0.16 -0.970
H 0.19736 -0.39645 -1.92161 -0.16 -0.22 0.12 0.474
H 1.27936 -0.16445 -2.94261 1.52 -0.07 -0.60 0.476
O -4.51664 0.90955 0.40439 0.16 0.63 -0.04 -0.939
H -3.68064 1.18455 -0.00361 -0.10 -0.46 -0.05 0.479
H -4.94964 1.76155 0.54339 -0.18 -0.26 0.10 0.453
O -2.18664 1.85655 -1.21461 -0.43 -0.02 2.17 -0.953
H -2.17364 2.79255 -1.03661 0.01 0.50 -0.28 0.485
H -2.02264 1.69855 -2.11461 0.36 -0.23 -2.06 0.504
O -2.10164 -2.30945 -0.00061 -0.87 -0.17 0.30 -0.979
H -1.48564 -1.61145 0.25139 0.43 -0.27 -0.34 0.502
H -1.74764 -2.94745 -0.62661 0.51 0.51 0.14 0.474
O 2.36736 0.79155 -0.04961 -0.14 0.39 -0.09 -0.967
H 2.34636 1.72955 0.17439 0.23 -0.02 -0.07 0.490
H 3.19636 0.45555 0.28439 0.38 -0.13 0.33 0.497
O 3.08236 -0.14045 -2.78361 -0.18 -1.04 -0.41 -0.945
H 2.68036 -0.10245 -1.91761 -0.02 0.13 0.50 0.482
H 3.68936 0.57355 -2.83361 0.75 1.05 -0.09 0.470